Formula: H6NP3
Source: the Open Molecules 2025 dataset
Level of theory: ωB97M-V with the def2-TZVPD basis set

```
10
Properties=species:S:1:pos:R:3:mulliken_charge:R:1
P 0.419 -0.329 -1.354 0.235
P 0.819 1.579 -2.434 -0.103
P -1.683 -0.926 1.977 -0.042
N -0.698 -0.800 -0.495 -0.471
H 1.730 -0.633 -1.051 0.103
H -0.319 -0.852 1.741 -0.001
H 2.025 0.993 -2.944 0.093
H -1.675 -1.444 3.410 0.050
H -1.880 0.475 2.193 0.022
H 1.262 1.937 -1.044 0.114
```

## Properties
Energy relative to the best compared isomer or geometry (same formula, charge and spin): 85.4 kcal per mole
Molecular weight: 112.977 g/mol
Electronic energy: -29448.95579 eV

=====

Formula: H6NS2
Source: the Open Molecules 2025 dataset
Level of theory: ωB97M-V with the def2-TZVPD basis set

```
9
Properties=species:S:1:pos:R:3:mulliken_charge:R:1
S 1.071 -0.472 0.014 -0.510
S -0.990 -0.811 -0.570 -0.470
N -0.166 2.110 0.757 -0.714
H 1.552 -1.723 0.104 0.158
H 0.053 3.050 1.102 0.480
H -0.603 1.492 1.443 0.360
H -0.579 2.277 -0.167 0.396
H 0.726 1.673 0.446 0.256
H -1.539 -0.668 0.630 0.046
```

## Properties
Energy relative to the best compared isomer or geometry (same formula, charge and spin): 12.9 kcal per mole
Molecular weight: 84.189 g/mol
Multiplicity: 2
Electronic energy: -23254.59694 eV

=====

Formula: H6NaO3
Source: the Open Molecules 2025 dataset
Level of theory: ωB97M-V with the def2-TZVPD basis set

```
10
Properties=species:S:1:pos:R:3:mulliken_charge:R:1
Na 0.247 0.774 0.420 1.067
O -0.928 1.246 -1.042 -0.668
O 1.802 -0.490 0.195 -0.646
O -0.712 -0.762 1.181 -0.650
H 2.324 -0.469 -0.607 0.320
H 2.040 -1.317 0.614 0.307
H -1.452 -0.912 1.769 0.301
H -1.851 1.493 -1.102 0.302
H -0.520 1.658 -1.804 0.323
H -0.950 -1.220 0.375 0.344
```

## Properties
Energy relative to the best compared isomer or geometry (same formula, charge and spin): 13.9 kcal per mole
Molecular weight: 77.035 g/mol
Electronic energy: -10651.53469 eV
Net charge: +1

=====

Formula: H6O3
Source: the Open Molecules 2025 dataset
Level of theory: ωB97M-V with the def2-TZVPD basis set

```
9
Properties=species:S:1:pos:R:3:mulliken_charge:R:1
O -0.102 1.280 -0.718 -0.710
O -1.378 -0.983 0.165 -0.733
O 1.298 -0.632 0.589 -0.767
H -1.281 0.007 0.253 0.409
H 0.389 -1.048 0.685 0.409
H 0.580 0.656 -0.365 0.415
H -1.395 -1.018 -0.781 0.342
H 1.484 -0.222 1.423 0.330
H 0.403 1.959 -1.251 0.304
```

## Properties
Energy relative to the best compared isomer or geometry (same formula, charge and spin): 5.3 kcal per mole
Molecular weight: 54.045 g/mol
Electronic energy: -6240.02239 eV

=====

Formula: H6O3
Source: the Open Molecules 2025 dataset
Level of theory: ωB97M-V with the def2-TZVPD basis set

```
9
Properties=species:S:1:pos:R:3:mulliken_charge:R:1
O -1.194 2.105 -0.390 -0.643
O 0.249 -0.341 -1.451 -0.685
O 0.636 -0.862 1.263 -0.664
H -1.672 1.724 0.352 0.296
H 0.345 -0.950 2.177 0.310
H 0.450 -0.430 -0.494 0.408
H 0.515 -1.174 -1.850 0.297
H 1.416 -1.426 1.197 0.305
H -0.743 1.354 -0.805 0.376
```

## Properties
Energy relative to the best compared isomer or geometry (same formula, charge and spin): 9.0 kcal per mole
Molecular weight: 54.045 g/mol
Electronic energy: -6239.86358 eV

=====

Formula: H6O3
Source: the Open Molecules 2025 dataset
Level of theory: ωB97M-V with the def2-TZVPD basis set

```
9
Properties=species:S:1:pos:R:3:mulliken_charge:R:1
O -6.634 2.386 -25.761 -0.646
O -9.768 4.227 -27.045 -0.652
O -6.947 2.583 -22.770 -0.644
H -6.306 2.020 -26.590 0.308
H -6.017 2.829 -22.755 0.311
H -9.615 3.521 -27.684 0.318
H -7.410 2.914 -25.996 0.344
H -7.063 2.170 -23.637 0.335
H -9.167 4.935 -27.305 0.326
```

## Properties
Energy relative to the best compared isomer or geometry (same formula, charge and spin): 10.8 kcal per mole
Molecular weight: 54.045 g/mol
Electronic energy: -6239.78359 eV

=====

Formula: H6O3
Source: the Open Molecules 2025 dataset
Level of theory: ωB97M-V with the def2-TZVPD basis set

```
9
Properties=species:S:1:pos:R:3:mulliken_charge:R:1
O 0.682 1.010 0.653 -0.676
O -1.350 -1.066 1.170 -0.699
O 0.448 0.817 -2.154 -0.644
H 0.236 0.218 0.987 0.343
H 0.756 0.996 -1.247 0.400
H 0.214 -0.114 -2.154 0.273
H 1.474 1.110 1.189 0.328
H -0.745 -1.809 1.272 0.341
H -1.715 -1.162 0.284 0.334
```

## Properties
Energy relative to the best compared isomer or geometry (same formula, charge and spin): 7.7 kcal per mole
Molecular weight: 54.045 g/mol
Electronic energy: -6239.91963 eV

=====

Formula: H6O3
Source: the Open Molecules 2025 dataset
Level of theory: ωB97M-V with the def2-TZVPD basis set

```
9
Properties=species:S:1:pos:R:3:mulliken_charge:R:1
O -0.571 -2.331 0.482 -0.625
O 0.862 1.821 -0.572 -0.708
O -0.053 -0.003 0.790 -0.700
H -0.519 0.610 1.359 0.287
H 1.293 1.598 -1.398 0.349
H 0.393 0.553 0.151 0.409
H -0.072 1.825 -0.782 0.355
H -0.926 -1.448 0.384 0.353
H -0.408 -2.625 -0.415 0.281
```

## Properties
Energy relative to the best compared isomer or geometry (same formula, charge and spin): 24.6 kcal per mole
Molecular weight: 54.045 g/mol
Electronic energy: -6239.18673 eV

=====

Q: The highest electronic energy belongs to which entry?
A: number 8

=====

Q: Among the records above, which one has the lowest electronic energy?
A: H6NP3